(1)
{"formula": "C13H52N26O13", "method": "ωB97M-V with the def2-TZVPD basis set", "symbols": ["O", "O", "O", "O", "O", "O", "O", "O", "O", "O", "O", "O", "O", "N", "N", "N", "N", "N", "N", "N", "N", "N", "N", "N", "N", "N", "N", "N", "N", "N", "N", "N", "N", "N", "N", "N", "N", "N", "N", "C", "C", "C", "C", "C", "C", "C", "C", "C", "C", "C", "C", "C", "H", "H", "H", "H", "H", "H", "H", "H", "H", "H", "H", "H", "H", "H", "H", "H", "H", "H", "H", "H", "H", "H", "H", "H", "H", "H", "H", "H", "H", "H", "H", "H", "H", "H", "H", "H", "H", "H", "H", "H", "H", "H", "H", "H", "H", "H", "H", "H", "H", "H", "H", "H"], "xyz": [[-5.864192, 5.866554, 19.073584], [-13.951635, 11.097977, 15.825364], [-8.667861, 8.977793, 19.719379], [-10.370646, 7.544525, 16.067393], [-8.393250, 14.646764, 13.302357], [-5.036652, 13.355348, 16.643344], [-6.525642, 13.229386, 21.830226], [-2.682330, 14.433804, 13.967898], [-1.381045, 9.907280, 17.783777], [-6.458590, 10.772358, 17.804172], [-6.856982, 11.563417, 12.939919], [-10.621776, 11.013388, 14.985687], [-3.708952, 9.728432, 11.846204], [-4.839653, 13.739432, 13.991956], [-3.488456, 9.648755, 17.179304], [-5.582901, 8.048744, 18.833320], [-12.724184, 10.021893, 17.239897], [-1.940674, 10.746020, 12.689501], [-4.091696, 14.873541, 17.853578], [-9.277203, 14.021049, 15.291481], [-9.632189, 11.508046, 12.978480], [-6.992568, 7.102379, 17.546771], [-6.768417, 13.305395, 11.477507], [-3.608967, 10.636145, 13.896525], [-7.204324, 11.260093, 15.764502], [-3.115116, 13.113559, 17.498976], [-11.740408, 11.129016, 13.026710], [-3.853744, 14.007845, 12.107870], [-5.985951, 11.523716, 10.873241], [-8.458232, 10.133834, 17.140293], [-14.817735, 9.935850, 17.566420], [-9.701387, 16.021847, 14.511051], [-5.986620, 12.015771, 19.995465], [-9.500601, 8.339428, 14.183855], [-10.020025, 7.775447, 21.075865], [-8.841740, 6.468603, 14.909675], [-3.153385, 10.526990, 19.032434], [-10.309187, 7.555600, 18.958665], [-7.919725, 11.669070, 20.851110], [-6.542081, 12.054830, 11.877417], [-2.602596, 10.028929, 17.975170], [-10.662122, 11.197847, 13.731298], [-6.833989, 12.375652, 20.983451], [-3.162173, 10.368933, 12.727963], [-4.185323, 13.709423, 17.324821], [-7.335952, 10.807807, 17.000560], [-6.095525, 6.944086, 18.507751], [-9.642410, 8.194924, 19.898877], [-3.734408, 14.103767, 13.419724], [-9.052611, 14.896514, 14.321622], [-9.636558, 7.436642, 15.119193], [-13.856901, 10.342755, 16.770819], [-7.957552, 11.157770, 15.099461], [-6.321116, 13.590142, 10.617886], [-10.393661, 16.057544, 15.245620], [-5.902189, 8.931624, 18.460923], [-6.160645, 11.809601, 9.920430], [-15.792254, 10.174878, 17.451182], [-5.049204, 12.380560, 19.904479], [-4.101052, 10.824057, 18.848649], [-5.544466, 10.617100, 10.930258], [-12.712555, 9.427372, 18.056303], [-2.628702, 11.099304, 19.678392], [-3.036326, 13.824421, 11.543702], [-10.738446, 7.125471, 21.361372], [-1.670098, 11.476611, 13.332242], [-4.403826, 9.777881, 17.586170], [-8.037625, 6.550135, 14.303995], [-8.689406, 11.409142, 13.327012], [-7.240729, 8.052017, 17.308652], [-9.132233, 8.127826, 13.267542], [-2.793684, 12.532507, 16.737954], [-9.937360, 14.146994, 16.045418], [-4.827651, 13.426511, 14.952180], [-4.923649, 8.002664, 19.597095], [-2.966750, 11.001198, 14.585280], [-3.289413, 15.154346, 18.399099], [-5.648658, 13.538015, 13.421833], [-6.336527, 11.507939, 19.195607], [-4.583719, 10.562251, 14.150496], [-8.210990, 10.954781, 20.199154], [-9.413146, 16.872159, 14.048486], [-8.843827, 5.763034, 15.632358], [-7.259315, 13.901442, 12.128544], [-11.610543, 11.396298, 12.061416], [-8.459971, 11.835007, 21.688195], [-10.786674, 6.689109, 19.161903], [-2.454858, 13.486372, 18.166179], [-10.190523, 7.734075, 17.971664], [-7.399704, 6.253213, 17.181736], [-8.888364, 13.130735, 15.015353], [-11.946513, 10.121595, 16.603197], [-14.536512, 9.206916, 18.206473], [-9.730652, 11.459990, 11.974437], [-9.593487, 8.435895, 21.709876], [-9.055472, 10.105507, 16.326288], [-10.038832, 9.179715, 14.339894], [-4.831614, 15.543008, 17.697267], [-3.158217, 9.004875, 16.474707], [-4.804720, 14.042568, 11.769431], [-8.716619, 9.752123, 18.038974], [-1.494080, 10.492750, 11.819722], [-6.468777, 11.943799, 15.656703], [-12.653377, 10.944504, 13.417288]], "forces_ev_per_angstrom": [[0.2, 0.0, -0.5], [-1.2, 0.5, -1.6], [-2.0, -0.3, 0.4], [-1.8, 0.1, 2.5], [0.2, 0.4, 0.9], [-7.0, -2.9, -4.6], [-1.1, -0.9, 0.0], [0.4, -0.5, 0.7], [-0.1, 0.2, 0.2], [3.5, 0.1, 2.8], [0.2, -0.6, 1.8], [0.6, -0.2, -0.8], [-0.9, -0.3, -1.0], [-2.6, -0.4, 2.2], [-3.7, -1.9, -4.7], [3.5, 4.6, 2.5], [5.3, -2.0, 1.7], [5.3, 1.2, -1.9], [-1.5, 6.2, 2.8], [0.8, -1.8, 0.3], [2.4, 0.3, 0.1], [-1.4, -0.8, -1.8], [-1.1, 2.9, 1.4], [-3.5, 0.9, 5.0], [1.2, 1.6, -1.2], [7.8, -5.9, 1.2], [-3.3, -0.3, -1.4], [0.4, 0.5, -3.2], [3.6, -5.7, -4.4], [-2.0, -0.8, 0.3], [-3.4, -1.4, 1.9], [-1.3, 3.2, 0.2], [1.8, 0.3, -0.6], [-0.7, 3.0, -1.6], [0.8, 1.2, 4.0], [3.3, -5.7, 0.4], [-1.5, 2.4, 4.6], [-1.0, -0.5, -2.7], [-4.0, -0.1, 2.5], [-1.7, 2.0, 0.2], [6.7, 0.2, 0.9], [0.5, 0.1, 2.7], [4.2, 1.4, -1.1], [-1.7, -2.2, -1.6], [0.6, 3.4, 1.1], [-2.3, -1.6, -3.0], [-1.7, -4.4, 0.4], [1.9, -0.4, -2.2], [2.2, 0.2, 0.3], [0.5, -1.0, -1.6], [-0.7, 2.4, -0.7], [-1.5, 2.9, -1.9], [0.4, 0.3, 0.1], [-0.6, 0.4, 0.4], [0.3, 0.4, -0.2], [0.0, 0.0, 0.4], [-0.1, 0.2, 0.4], [0.4, -0.2, -0.1], [-0.5, 0.5, 0.4], [0.1, 0.4, 0.9], [-0.1, -0.2, 0.3], [0.9, 0.1, -0.4], [0.0, -0.2, -0.3], [-0.5, 0.5, 0.0], [0.2, 0.5, -0.4], [0.7, -0.1, -0.8], [-0.4, -1.0, -1.6], [-0.2, -0.1, 0.2], [0.1, 0.2, -0.3], [-0.6, -0.5, -0.6], [-0.1, 0.2, 0.1], [0.2, -0.3, 0.6], [0.3, -0.3, -0.3], [-0.3, 0.6, 0.1], [-0.1, 0.5, -0.1], [-0.6, -0.1, 0.0], [-0.5, 0.2, -0.3], [0.2, -0.2, 0.5], [0.1, 0.0, 0.1], [0.1, 0.0, -0.2], [0.6, -0.1, 0.1], [-0.3, -0.4, 0.0], [0.2, -0.1, -0.4], [-0.5, 0.6, -0.4], [-0.8, -0.2, -0.2], [-0.8, -0.4, -0.4], [0.0, 0.4, 0.1], [0.3, -0.5, -0.7], [0.3, -0.1, -0.4], [-0.2, 0.7, 0.0], [-0.6, -0.3, 0.8], [0.4, -0.1, 0.2], [-0.9, 0.2, 0.0], [0.2, 0.1, -0.4], [-0.3, -0.8, 1.1], [-0.7, 0.0, 0.4], [0.0, 0.1, -0.3], [0.1, -0.2, 0.3], [-0.9, 0.0, -0.1], [0.6, -0.5, -0.6], [0.0, -0.2, 0.1], [0.6, 0.6, 0.4], [-0.1, 0.0, -0.5], [0.2, 0.2, 0.1]], "homo_lumo_gap_ev": [1.785, 8.919], "s2": 0.750, "charge": -1, "homo_energy_ev": [0.08, -7.14], "spin_multiplicity": 2, "e_above_lowest_kcal_mol": 9.8}

***

(2)
{"formula": "C24H10Cl7HfN4O2SbSe4", "method": "ωB97M-V with the def2-TZVPD basis set", "symbols": ["Hf", "Sb", "Se", "Se", "Se", "Se", "Cl", "Cl", "Cl", "Cl", "Cl", "Cl", "Cl", "O", "O", "N", "N", "N", "N", "C", "C", "C", "C", "C", "C", "C", "C", "C", "C", "C", "C", "C", "C", "C", "C", "C", "C", "C", "C", "C", "C", "C", "C", "H", "H", "H", "H", "H", "H", "H", "H", "H", "H"], "xyz": [[-0.000891, -0.354132, 0.860769], [0.013548, 2.853200, 4.339626], [1.783378, 4.379379, 3.618769], [-0.024455, -1.479286, 2.995924], [0.014075, 0.822366, 2.896181], [-1.882133, 4.276624, 3.730265], [-1.592294, -6.767252, 1.944671], [0.011247, 0.537282, -4.946657], [-0.019526, 5.006316, -1.945925], [1.586457, -6.765131, 1.985952], [-0.002956, 3.638567, -4.748046], [-0.035430, 3.334352, 0.582916], [0.040427, -1.190242, -2.428989], [2.956695, -2.406142, -1.180409], [-2.960412, -2.404579, -1.189174], [-2.301672, 0.490256, 0.760277], [-1.321442, -1.891720, 0.360146], [2.300898, 0.519811, 0.730028], [1.349577, -1.884596, 0.399018], [4.394386, 1.525738, -0.786495], [-0.696736, -3.119351, 0.585649], [-0.007903, 1.084957, -0.930768], [-0.007429, 2.679885, -3.314715], [-1.379300, -4.264033, 0.973903], [-2.803827, 1.695919, 1.033492], [-2.856448, -0.219946, -0.236581], [0.696514, -5.381350, 1.426155], [-0.024468, 2.494445, -0.921003], [-0.689592, -5.383740, 1.405160], [-3.839317, 2.254856, 0.301625], [-0.018398, 3.289989, -2.067139], [2.390050, -1.645008, -0.403020], [2.871301, -0.215649, -0.237922], [0.003452, 1.296169, -3.392084], [0.009239, 0.539093, -2.221417], [-3.881516, 0.268854, -1.024224], [2.792989, 1.736312, 0.971713], [-2.377781, -1.647698, -0.419312], [-4.376697, 1.534656, -0.754511], [3.904359, 0.252321, -1.028407], [0.722954, -3.116262, 0.608910], [3.839300, 2.275319, 0.240403], [1.395895, -4.258516, 1.018106], [-2.375218, 2.229213, 1.878408], [4.189244, 3.267432, 0.488895], [2.340308, 2.295514, 1.787222], [2.476056, -4.248370, 1.048157], [-4.195440, 3.236803, 0.580274], [-2.459872, -4.253844, 0.965298], [5.209590, 1.913768, -1.385113], [4.290962, -0.402759, -1.796505], [-4.264736, -0.367597, -1.809675], [-5.186987, 1.937811, -1.349803]], "forces_ev_per_angstrom": [[0.1, 1.8, -3.7], [0.0, 2.8, 3.0], [0.6, -0.3, -0.4], [-0.1, -1.6, 4.4], [0.1, 0.9, 1.7], [-0.6, -0.3, -0.3], [0.0, 0.0, 0.0], [0.0, 0.0, -0.1], [0.0, 0.1, -0.1], [0.0, 0.0, 0.0], [0.0, 0.0, -0.1], [0.0, 0.0, 0.2], [0.0, -0.1, -0.1], [0.0, 0.0, 0.2], [0.0, 0.0, 0.2], [-0.1, -0.4, -0.7], [-0.2, -0.9, -0.6], [0.2, -0.4, -0.7], [0.2, -0.9, -0.6], [-0.1, 0.1, 0.1], [0.2, -0.6, -0.3], [0.0, 1.2, -1.7], [0.0, 0.1, 0.0], [-0.1, 0.2, -0.2], [0.3, 0.0, 0.3], [-0.4, 0.0, 0.0], [0.0, 0.0, -0.1], [0.0, -0.3, 0.0], [0.0, 0.0, -0.1], [-0.1, -0.1, -0.1], [0.0, -0.2, 0.0], [0.4, -0.3, -0.2], [0.4, 0.0, -0.1], [0.0, -0.1, -0.1], [0.0, 0.3, 0.2], [0.0, -0.2, 0.0], [-0.3, 0.0, 0.3], [-0.4, -0.3, -0.2], [0.0, 0.1, 0.1], [-0.1, -0.1, 0.1], [-0.2, -0.6, -0.3], [0.1, -0.1, -0.1], [0.1, 0.2, -0.1], [0.0, 0.1, 0.0], [0.0, 0.0, 0.0], [0.0, 0.1, 0.0], [0.0, 0.0, 0.0], [0.0, 0.0, 0.0], [0.0, 0.0, 0.0], [0.0, 0.1, 0.0], [0.0, 0.0, 0.0], [0.0, 0.0, 0.0], [0.0, 0.1, 0.0]], "homo_lumo_gap_ev": 5.083, "charge": -2, "homo_energy_ev": -1.32, "e_above_lowest_kcal_mol": 86.9}

***

(3)
{"formula": "H22O11", "method": "ωB97M-V with the def2-TZVPD basis set", "symbols": ["O", "O", "O", "O", "O", "O", "O", "O", "O", "O", "O", "H", "H", "H", "H", "H", "H", "H", "H", "H", "H", "H", "H", "H", "H", "H", "H", "H", "H", "H", "H", "H", "H"], "xyz": [[0.430313, 1.216254, 2.229394], [-1.970771, -1.814009, -1.368082], [-0.501463, 3.697775, 0.767854], [-2.267156, 0.851038, -1.921936], [-2.257690, 1.965772, 3.124592], [-0.939765, -1.972525, 3.656720], [0.156040, -0.664280, 0.006816], [1.213370, -3.798306, 0.074765], [3.938654, -0.068865, -1.822782], [0.451901, 0.894459, -2.250179], [1.901700, -1.117660, -3.587556], [-2.527770, 1.185275, -1.057932], [-1.375112, 1.579837, 3.045257], [-0.228959, 2.978231, 1.343614], [-0.484220, 1.173368, -2.354702], [-0.640767, -2.297757, 4.511871], [1.223044, -0.530673, -3.207830], [3.169582, 0.345345, -1.424141], [1.130137, 1.806814, 1.920412], [-1.237389, -1.560879, -0.772658], [0.957715, -2.930607, 0.407470], [-1.285801, 4.055304, 1.195364], [2.005949, -0.825479, -4.498516], [0.454998, -4.362555, 0.250298], [3.610856, -0.383231, -2.680912], [-0.174827, -1.523065, 3.291158], [-0.096982, -0.133545, 0.772307], [-2.155981, 2.698654, 3.738808], [0.910729, 0.470065, 2.606115], [0.468407, -0.017214, -0.652168], [0.982901, 1.587529, -2.658094], [-2.314815, -0.122226, -1.835268], [-2.546843, -2.382840, -0.850051]], "forces_ev_per_angstrom": [[0.3, -0.1, 0.1], [0.0, 0.0, 0.1], [0.2, 0.1, 0.0], [0.0, 0.2, -0.1], [0.1, 0.1, -0.1], [0.0, 0.1, 0.0], [0.1, -0.1, 0.3], [0.0, 0.0, 0.2], [0.2, 0.2, -0.2], [0.1, 0.4, -0.3], [0.1, 0.2, -0.1], [0.0, 0.1, 0.0], [-0.1, 0.1, 0.0], [-0.4, 0.1, 0.0], [-0.1, -0.3, 0.3], [0.0, 0.0, 0.0], [0.1, -0.2, -0.1], [-0.1, -0.1, 0.0], [0.1, -0.1, 0.0], [0.0, 0.0, -0.1], [0.0, 0.1, -0.2], [-0.1, -0.1, 0.0], [-0.1, -0.1, 0.0], [0.0, 0.0, 0.0], [-0.2, -0.2, 0.3], [0.1, -0.1, 0.0], [0.0, 0.1, -0.2], [0.0, -0.1, 0.1], [0.1, 0.1, 0.1], [-0.1, -0.1, -0.1], [0.0, 0.0, 0.1], [0.0, 0.0, 0.0], [0.0, 0.0, 0.0]], "homo_lumo_gap_ev": 10.305, "charge": 0, "homo_energy_ev": -10.82, "e_above_lowest_kcal_mol": 29.1}